[1]
Here is a structure of composition C11H23MoN5O7 from the Open Molecules 2025 dataset. Energies are from ωB97M-V with the def2-TZVPD basis set.

Summary:
Energy relative to the best compared isomer or geometry (same formula, charge and spin)   0.000 eV
Kohn-Sham gap (spin up / spin down)   0.350 / 0.321 Eh
⟨S²⟩   2.0129
Total charge   +2
F_max   1.17 eV/Å
Multiplicity   3

Each line ends with the Mulliken spin population.
Geometry (Å):
Mo -0.03143 -0.53364 0.45707  2.019
C -1.89005 -0.13476 -2.13377  0.009
C -0.83618 0.93657 -2.10224  -0.001
N 0.38451 0.31961 -1.51213  -0.031
C 1.05443 -0.64565 -2.41274  0.004
C 1.53015 -1.87577 -1.63636  0.012
N 0.48402 -2.31747 -0.65344  -0.026
C -0.68058 -2.95340 -1.38957  0.014
C -1.96739 -2.30782 -0.95205  -0.006
N -1.81350 -0.83398 -0.83127  -0.045
H -1.75159 -0.83885 -2.95576  -0.001
H -2.89827 0.26656 -2.24046  0.000
H -1.09141 1.76361 -1.44830  -0.003
H -0.58093 1.35130 -3.09344  0.002
H 1.04458 1.06288 -1.26085  0.000
H 1.86869 -0.13655 -2.88756  -0.001
H 0.36506 -0.91145 -3.22782  0.000
H 2.43544 -1.63831 -1.08418  -0.005
H 1.76841 -2.72088 -2.29604  0.000
H 0.94666 -2.99926 -0.07442  0.003
H -0.64730 -4.02579 -1.22494  -0.001
H -0.46836 -2.82019 -2.45895  -0.001
H -2.24353 -2.64952 0.04907  0.004
H -2.80675 -2.54649 -1.62652  -0.002
H -2.55177 -0.51655 -0.21102  0.006
O -1.27402 3.04065 2.38667  0.011
C -0.50342 2.54427 1.48320  0.025
O -0.62065 1.36159 1.14377  0.000
C 0.50584 3.47911 0.86207  0.003
O 1.34770 2.83004 -0.05200  0.000
C 2.58667 2.38045 0.50957  0.002
C 2.31755 1.08691 1.27091  0.006
O 2.38146 0.98956 2.47366  -0.001
O 1.92250 0.03724 0.52135  0.004
H -1.88040 2.35719 2.73634  0.000
H 1.09859 3.95381 1.64305  0.000
H -0.06266 4.23760 0.33050  0.001
H 3.01126 3.12703 1.20022  0.000
H 3.25402 2.23874 -0.34982  0.000
N 0.61503 -1.06228 2.49625  -0.030
N -0.47280 -0.72316 3.38197  0.006
C -1.68017 -0.48869 2.76825  0.011
O -2.59640 0.09535 3.26989  0.004
O -1.67622 -1.05992 1.55921  0.001
H 0.87991 -2.03613 2.62749  0.002
H 1.42582 -0.47650 2.73864  0.004
H -0.20252 -0.20703 4.20648  -0.001



[2]
Here is the ion C11H23N4S2 with charge +1 from the Open Molecules 2025 dataset. Energies are from ωB97M-V with the def2-TZVPD basis set.

Summary:
Kohn-Sham gap   0.156 Eh
SMILES   CCN(CC)C(=S)SCCC[C@@H]1CNC(N)=[NH+]1
Total charge   +1
F_max   3.66 eV/Å

Each line ends with the Mulliken charge.
Geometry (Å):
C -0.88869 3.58732 0.48725  -0.818
C -2.27827 3.65133 -0.38033  -0.414
N -3.22626 2.49294 -0.16206  0.131
C -3.76031 1.96443 -1.47492  -0.417
C -4.88234 0.76490 -1.32607  -0.835
C -2.64030 1.40824 0.71632  -0.372
S -3.22030 1.37714 2.35068  -0.130
S -1.40242 0.11796 0.15805  0.010
C -1.16701 -1.24284 1.42310  -0.709
C 0.43799 -1.61097 1.71629  -0.523
C 1.00197 -2.70876 0.63925  -0.597
C 2.25526 -2.20411 -0.28639  0.176
C 3.54129 -3.23572 -0.50637  -0.537
N 4.85164 -2.49183 -0.17505  -0.435
C 4.46800 -1.02148 -0.43676  0.329
N 5.27120 -0.01242 -0.95225  -0.288
N 3.01553 -0.94534 0.06486  -0.415
H -1.10372 3.62800 1.65732  0.257
H -0.15177 2.72474 0.18164  0.189
H -0.30550 4.60243 0.25346  0.341
H -2.00634 3.76423 -1.53422  0.273
H -2.83439 4.65891 -0.07520  0.254
H -2.88388 1.60215 -2.19699  0.299
H -4.32703 2.87301 -1.99569  0.363
H -5.91113 1.15991 -1.77407  0.286
H -4.51086 -0.12484 -2.00822  0.216
H -5.11104 0.44933 -0.22021  0.268
H -1.63070 -1.03229 2.47886  0.399
H -1.66297 -2.23537 0.98284  0.299
H 1.10560 -0.66164 1.86296  0.275
H 0.42111 -2.16328 2.77467  0.331
H 1.37549 -3.64907 1.24338  0.329
H 0.13579 -3.10885 -0.07623  0.307
H 1.76884 -2.10437 -1.36132  0.206
H 3.68058 -3.44043 -1.67397  0.265
H 3.41993 -4.32892 -0.04617  0.374
H 4.79809 -2.48259 0.88348  0.353
H 5.38268 0.89423 -0.41138  0.312
H 5.77639 -0.11453 -1.88329  0.312
H 3.19782 -0.80156 1.08275  0.335



[3]
Here is an isolated molecule of C11H23O2P from the Open Molecules 2025 dataset. Energies are from ωB97M-V with the def2-TZVPD basis set.

Summary:
Kohn-Sham gap   0.359 Eh
SMILES   CCOCCCCCP(CC)CC=O
Total charge   0
F_max   0.59 eV/Å

Each line ends with the Mulliken charge.
Geometry (Å):
C -1.00375 0.89049 3.67098  -0.924
C -2.41199 1.22429 3.16657  -0.352
O -2.46867 1.38092 1.75895  -0.366
C -2.06859 2.66971 1.32456  -0.476
C -1.97169 2.67529 -0.19382  -0.885
C -0.64026 2.16972 -0.74873  -0.707
C -0.43262 0.66606 -0.59047  -0.134
C 0.85390 0.17276 -1.26013  -0.755
P 1.09289 -1.64849 -0.99714  -0.153
C 1.43678 -2.24183 -2.72710  -0.495
C 0.44124 -3.32483 -3.19464  -1.090
C 2.82607 -1.63169 -0.31846  -0.759
C 3.13343 -2.88226 0.46793  0.008
O 3.96542 -2.94027 1.32423  -0.458
H -0.41249 0.46815 2.85443  0.146
H -1.03981 0.14525 4.46926  0.365
H -0.47568 1.76586 4.05658  0.288
H -3.11065 0.42046 3.41047  0.363
H -2.78455 2.13853 3.65036  0.315
H -2.80412 3.41471 1.66361  0.427
H -1.09709 2.93169 1.77282  0.308
H -2.16658 3.68953 -0.55508  0.390
H -2.78336 2.03803 -0.56678  0.317
H -0.58070 2.42175 -1.81463  0.369
H 0.18141 2.70734 -0.25586  0.308
H -0.41989 0.39505 0.47089  -0.023
H -1.29170 0.13622 -1.02201  0.230
H 0.81970 0.37898 -2.33488  0.427
H 1.71722 0.72321 -0.86879  0.454
H 2.45076 -2.65081 -2.72417  0.392
H 1.42964 -1.39147 -3.41275  0.379
H 0.20893 -3.22125 -4.25652  0.314
H 0.85469 -4.32432 -3.03863  0.288
H -0.49588 -3.27596 -2.63396  0.323
H 2.96515 -0.76903 0.33929  0.388
H 3.57192 -1.55456 -1.11876  0.456
H 2.51094 -3.76722 0.23239  0.324



[4]
Here is a structure of composition C11H24BBr2GaNO7 from the Open Molecules 2025 dataset. Energies are from ωB97M-V with the def2-TZVPD basis set.

Summary:
Kohn-Sham gap   0.258 Eh
Total charge   -1
F_max   0.71 eV/Å

Each line ends with the Mulliken charge.
Geometry (Å):
C 1.48920 -0.12239 0.60969  -1.120
C 0.66477 -0.49622 -0.58756  0.586
Br 1.65560 -1.73244 -1.70682  -0.280
C -0.55964 -0.05974 -0.84295  -0.161
Br -1.45726 -0.67372 -2.41615  -0.251
Ga -1.77977 1.17827 0.29356  0.556
B -3.25379 -0.17916 1.05402  0.244
N -3.00778 -1.07060 2.15183  -0.577
O -4.57301 -0.26472 0.53937  -0.631
H 2.40325 0.39599 0.30605  0.298
H 0.90479 0.53807 1.25294  0.215
H 1.78757 -1.01066 1.17265  0.294
H -2.37029 2.26892 -0.71761  -0.397
H -0.90110 1.88873 1.44205  -0.374
H -2.02779 -1.26866 2.30384  0.246
H -3.54106 -1.93344 2.13296  0.201
H -4.56657 -0.59678 -0.36192  0.283
C -2.87703 7.47347 5.35673  -1.077
C -1.70896 6.70878 4.77077  -0.196
O -1.94791 5.29667 4.73445  -0.368
C -2.75921 4.88249 3.74441  0.749
O -3.24696 5.60145 2.90757  -0.568
O -2.90138 3.57461 3.84741  -0.333
C -3.72484 2.96669 2.83461  -0.450
H -3.11779 7.09490 6.35118  0.281
H -2.62105 8.53102 5.44071  0.345
H -3.75552 7.37820 4.72120  0.312
H -0.82426 6.81299 5.39779  0.284
H -1.46901 7.06010 3.76727  0.315
H -3.35362 3.20432 1.84061  0.144
H -4.75348 3.30870 2.94349  0.329
H -3.65833 1.89796 3.00847  0.134
C 5.52917 -7.08561 -4.09505  -1.078
C 4.02001 -7.02964 -4.18862  -0.206
O 3.50200 -5.75127 -3.79194  -0.332
C 3.62807 -4.77616 -4.69694  0.689
O 4.09483 -4.90284 -5.80383  -0.581
O 3.14406 -3.65880 -4.17581  -0.203
C 3.23457 -2.50139 -5.01671  -0.617
H 5.85589 -6.82806 -3.08704  0.286
H 5.87432 -8.09486 -4.32451  0.348
H 5.98590 -6.39407 -4.80099  0.313
H 3.56018 -7.72807 -3.49150  0.287
H 3.67388 -7.26137 -5.19588  0.310
H 2.77539 -2.69794 -5.98333  0.293
H 4.27750 -2.22023 -5.15590  0.301
H 2.69646 -1.72349 -4.48454  0.155



[5]
Here is a cluster of 3 separate species, C11H24BIN2OP in total from the Open Molecules 2025 dataset. Energies are from ωB97M-V with the def2-TZVPD basis set.

Summary:
Kohn-Sham gap   0.251 Eh
Total charge   -1
F_max   1.82 eV/Å

Each line ends with the Mulliken charge.
Geometry (Å):
O 3.85504 -1.53107 -0.57264  -0.689
P 3.49092 -1.24586 -2.03345  0.222
B 2.21271 0.17334 -2.27939  0.317
C 0.74818 -0.18492 -1.60509  -0.879
C 0.06550 -1.32184 -2.38979  -0.261
C -1.45541 -1.46506 -2.13972  -0.775
I -1.96445 -3.21739 -0.94459  -0.113
H 4.65801 -0.87948 -2.77599  -0.040
H 3.08623 -2.48153 -2.62471  -0.049
H 2.67934 1.12287 -1.69085  -0.204
H 2.10948 0.48476 -3.45250  -0.214
H 0.13812 0.71863 -1.56433  0.364
H 0.93792 -0.53878 -0.58537  0.180
H 0.55561 -2.26247 -2.15244  0.293
H 0.18318 -1.09670 -3.45142  0.168
H -1.92083 -0.58151 -1.72129  0.296
H -1.94595 -1.65338 -3.09278  0.404
C -5.04552 -0.49837 1.58901  -1.082
C -6.30727 -0.08700 0.83714  -0.427
C -6.25671 -0.45255 -0.64883  -0.339
C -5.12749 0.22352 -1.31033  0.225
N -4.23646 0.74989 -1.79359  -0.443
H -4.16506 0.01637 1.20339  0.343
H -5.13394 -0.24861 2.64695  0.315
H -4.87192 -1.57272 1.50769  0.281
H -6.45707 0.98947 0.94308  0.285
H -7.17354 -0.57686 1.28756  0.294
H -7.17806 -0.15632 -1.15065  0.290
H -6.13388 -1.52905 -0.77422  0.258
C 4.80126 0.35301 2.05627  -1.032
C 4.92288 1.60418 2.92667  -0.440
C 3.59949 2.33916 3.17020  -0.369
C 3.01054 2.85562 1.92121  0.204
N 2.54060 3.28488 0.97261  -0.404
H 4.45707 0.56914 1.04463  0.263
H 5.77313 -0.13318 1.96968  0.332
H 4.10578 -0.36177 2.49850  0.285
H 5.63909 2.29488 2.47517  0.287
H 5.32948 1.31303 3.89962  0.302
H 3.76084 3.19166 3.83146  0.287
H 2.87761 1.67535 3.64766  0.265



[6]
Here is a structure of composition C11H24Cl2N2O2PPdS from the Open Molecules 2025 dataset. Energies are from ωB97M-V with the def2-TZVPD basis set.

Summary:
Energy relative to the best compared isomer or geometry (same formula, charge and spin)   0.013 eV
Kohn-Sham gap (spin up / spin down)   0.340 / 0.171 Eh
⟨S²⟩   6.0472
Total charge   +3
F_max   5.84 eV/Å
Multiplicity   5

Each line ends with the Mulliken spin population.
Geometry (Å):
C -0.05580 2.70703 -3.85293  0.014
C -0.69837 1.38248 -3.62676  -0.004
H 0.66078 2.58481 -4.65796  0.000
H 0.52574 2.90836 -2.95457  0.001
H -0.72969 3.52310 -4.06221  0.000
O -0.02289 0.34264 -3.61098  0.091
Cl -2.33592 1.45457 -3.24468  0.022
Pd -0.67764 -1.40065 0.53020  0.972
P -1.58299 -1.77701 -2.55605  0.574
C -0.64404 -3.35124 -2.69528  0.076
C -3.22711 -2.36230 -1.93438  0.106
H -2.76843 -0.99305 -4.56414  -0.004
H -2.35952 -2.75365 -4.67112  0.014
H -1.09006 -1.51266 -4.88581  0.000
C -2.01526 -1.75789 -4.35191  0.030
H -3.85506 -1.46130 -1.85064  -0.003
H -3.68286 -3.08979 -2.62343  0.035
H -1.10905 -4.02698 -3.42659  0.033
H -0.56449 -3.80234 -1.70464  -0.006
H -3.04001 -2.77549 -0.93543  -0.004
H 0.35003 -3.06142 -3.05412  -0.001
C 0.86755 -2.38224 -0.07029  0.123
O 1.89931 -2.78376 -0.38216  -0.009
Cl -1.85147 -2.46557 2.23860  0.827
C 3.49891 3.01065 3.17478  0.013
C 2.06141 2.63212 2.88876  0.007
N 1.96000 1.71320 1.72942  0.325
C 0.86311 0.96720 1.50574  -0.064
S 0.45163 0.52995 -0.09214  0.873
N 0.11728 0.58018 2.56099  -0.055
C 0.78123 -0.10489 3.72912  0.011
C -0.00168 0.30576 4.94891  -0.003
H 4.06840 2.12114 3.45418  0.001
H 3.52748 3.70851 4.01201  -0.001
H 3.99036 3.48626 2.32103  0.000
H 1.62492 2.11919 3.74858  -0.001
H 1.45058 3.52678 2.69754  0.043
H 2.42455 2.04081 0.87621  -0.018
H -0.72137 0.00654 2.32427  -0.009
H 0.68500 -1.18504 3.55893  -0.018
H 1.84159 0.16418 3.77770  0.006
H -0.97635 -0.19192 4.94381  -0.002
H 0.53855 0.03986 5.85360  0.001
H -0.17834 1.38393 4.93383  0.002